## w
Molecular formula: H12O6
Method: DFT, ωB97M-V/def2-TZVPD

Output
HOMO level (spin up / spin down): 0.0120 / -0.2674 Eh
Charge: -1
Lowest unoccupied orbital energy (spin up / spin down): 2.979 / 2.830 eV
Molar mass: 108.090 u
2S+1: 2

The geometry in XYZ format:
```
18
Properties=species:S:1:pos:R:3:lowdin_charge:R:1
H -1.31 -2.11 1.95 0.006
O -0.52 -1.79 2.39 -0.116
H -2.69 1.96 -0.15 0.022
H -0.10 -0.24 -2.57 -0.045
H 2.76 0.51 1.24 -0.007
H -1.03 0.11 0.48 0.006
O -2.49 1.91 0.79 -0.066
H -1.59 -0.05 -2.36 -0.013
H 0.24 -0.29 -0.23 -0.023
H 2.86 1.55 0.14 -0.011
H 1.86 -1.11 -1.90 -0.065
H 2.41 -1.72 -0.63 -0.041
H -3.33 2.03 1.22 0.025
O -0.09 0.06 0.60 -0.098
O 1.60 -1.61 -1.12 -0.236
O 2.52 1.42 1.02 -0.138
O -0.82 0.37 -2.74 -0.154
H -0.27 -1.01 1.89 -0.048
```

***

## x
Molecular formula: H12O6
Method: DFT, ωB97M-V/def2-TZVPD

Output
HOMO level (spin up / spin down): 0.0134 / -0.2822 Eh
Charge: -1
Lowest unoccupied orbital energy (spin up / spin down): 3.432 / 3.243 eV
Molar mass: 108.090 u
2S+1: 2

The geometry in XYZ format:
```
18
Properties=species:S:1:pos:R:3:lowdin_charge:R:1
O 13.36 -11.31 -6.23 -0.120
H 14.49 -12.93 -4.76 -0.028
O 11.44 -11.07 -4.19 -0.266
H 12.62 -11.12 -5.66 -0.050
H 10.49 -11.18 -4.11 -0.013
H 15.96 -11.16 -8.76 0.024
H 11.77 -11.12 -3.30 -0.067
H 14.38 -14.42 -4.58 0.012
H 9.97 -12.24 -7.58 0.014
H 11.03 -12.24 -6.50 -0.023
O 15.02 -13.72 -4.70 -0.128
H 14.26 -10.59 -2.97 -0.045
O 10.31 -12.76 -6.85 -0.099
O 14.88 -10.08 -3.50 -0.155
H 14.01 -10.63 -6.04 -0.002
H 16.51 -10.46 -7.53 0.017
H 15.73 -10.51 -3.35 0.001
O 16.67 -11.20 -8.12 -0.074
```

***

Result of the stability comparison: x is the most stable of them.